This record from the OMol25 dataset describes a cluster of 9 separate species, C5H27NO10 in total. The level of theory is wB97M-V/def2-TZVPD.

XYZ file:
```
43
Properties=species:S:1:pos:R:3:nbo_charge:R:1
C -2.35 3.03 -0.10 -0.639
C -0.86 3.20 -0.23 -0.434
C -0.01 2.42 0.86 -0.505
C 0.38 1.06 0.25 0.709
O 1.22 1.01 -0.58 -0.632
N -0.44 -0.12 0.23 -0.639
C -1.59 -0.23 1.06 0.086
O -1.24 -1.37 1.82 -0.742
H -2.64 2.87 0.97 0.211
H -2.86 2.40 -0.82 0.224
H -2.88 3.94 -0.33 0.221
H -0.47 2.89 -1.18 0.227
H -0.39 4.18 -0.51 0.233
H -0.55 2.27 1.86 0.203
H 0.94 3.01 1.16 0.259
H 0.19 -0.92 0.34 0.393
H -1.60 0.57 1.81 0.155
H -2.46 -0.44 0.45 0.200
H -1.79 -1.56 2.50 0.466
O 0.62 -0.63 4.08 -0.935
H 0.36 -1.46 4.47 0.475
H -0.11 -0.35 3.59 0.471
O 2.06 -1.42 1.81 -0.940
H 1.73 -1.33 2.66 0.488
H 1.42 -1.48 1.20 0.442
O 0.85 -4.56 0.72 -0.948
H 0.96 -4.47 -0.19 0.480
H 1.88 -4.50 1.10 0.468
O 3.30 -0.90 -1.89 -0.976
H 2.86 -0.18 -1.39 0.504
H 4.04 -1.25 -1.42 0.482
O -4.06 0.41 -2.08 -0.928
H -3.38 0.95 -2.52 0.462
H -4.86 0.67 -2.58 0.470
O 4.08 2.14 -0.77 -0.925
H 4.04 1.75 -1.62 0.463
H 3.73 1.42 -0.24 0.464
O 1.75 -3.19 -1.98 -0.973
H 2.23 -2.45 -1.78 0.488
H 1.52 -3.18 -2.91 0.470
O -2.05 -1.50 -2.27 -0.926
H -1.19 -1.68 -2.51 0.462
H -2.41 -0.99 -3.05 0.465
```

The value obtained for the HOMO-LUMO gap is 10.22 eV. The spin multiplicity is 1. Its LUMO energy is 0.2629 eV. The value obtained for the total energy is -27585.4543 eV. As for the SMILES: CCCC(=O)NCO.O.O.O.O.O.O.O.O. For the HOMO energy, the calculation gives -9.959 eV.



This record from the OMol25 dataset describes the ion C2H7N4S with charge +1. The level of theory is wB97M-V/def2-TZVPD.

XYZ file:
```
14
Properties=species:S:1:pos:R:3:nbo_charge:R:1
C -0.74 0.49 1.26 0.519
C 1.92 -1.25 0.16 -0.659
N -0.56 0.35 0.07 -0.127
N -0.37 0.23 -1.20 -0.230
N -1.35 0.19 -2.16 -0.623
N -0.75 1.07 2.39 -0.763
S 1.43 -0.87 -1.40 0.653
H 1.50 -2.17 0.57 0.250
H 2.72 -0.72 0.53 0.234
H -2.20 0.73 -1.91 0.375
H -1.70 -0.78 -2.28 0.358
H -1.13 2.04 2.34 0.424
H -1.10 0.63 3.23 0.434
H 2.33 0.07 -1.59 0.155
```

The value obtained for the HOMO-LUMO gap is 8.64 eV. The spin multiplicity is 1. Its LUMO energy is -4.1606 eV. The net charge is +1. The value obtained for the total energy is -18970.4020 eV. For the HOMO energy, the calculation gives -12.802 eV.



This record from the OMol25 dataset describes a structure of composition C45H70BBrCl2F4MgN5O10. The level of theory is wB97M-V/def2-TZVPD.

XYZ file:
```
139
Properties=species:S:1:pos:R:3:lowdin_charge:R:1
C 0.37 -1.88 -1.25 -0.095
C 0.33 -0.56 -0.25 -0.168
C 1.71 -0.31 0.60 -0.269
F 1.34 0.59 1.75 -0.078
C 2.91 0.44 -0.26 -0.096
C 3.22 0.06 -1.83 -0.012
C 4.45 0.81 -2.63 0.017
C 5.46 1.94 -1.93 -0.151
N 6.55 2.48 -2.80 0.053
C 7.31 3.51 -2.01 -0.015
C 7.02 3.99 -0.48 -0.155
C 7.96 5.15 0.27 -0.614
Br 6.93 6.31 1.54 0.654
C 8.80 6.09 -0.77 -0.307
C 9.00 7.65 -0.29 -0.213
N 5.93 3.38 0.35 0.075
C 5.14 2.34 -0.38 -0.124
C 3.90 1.59 0.44 0.081
H -0.48 -2.66 -1.02 0.078
H 0.30 -1.46 -2.36 0.099
H 1.46 -2.32 -1.15 0.054
H -0.51 -0.80 0.56 0.109
H -0.07 0.42 -0.80 0.152
H 2.11 -1.35 1.03 -0.094
H 2.61 -0.75 -2.46 0.091
H 4.64 0.52 -3.77 0.103
H 8.23 4.03 -2.57 0.114
H 8.77 4.57 0.92 0.120
H 8.32 6.11 -1.87 0.108
H 9.89 5.66 -0.94 0.122
H 9.85 8.11 -0.99 0.086
H 9.38 7.75 0.81 0.070
H 8.03 8.28 -0.53 0.080
H 3.64 1.82 1.58 0.110
Mg 2.97 -2.55 1.59 1.103
N -1.17 -2.15 2.99 -0.611
O -0.29 -2.52 2.19 -0.074
O -1.09 -2.46 4.19 0.004
O -2.13 -1.47 2.58 0.021
C -1.67 2.15 2.84 -0.106
C -2.74 3.22 2.93 -0.262
C -2.87 3.84 4.32 -0.221
C -3.29 2.87 5.43 -0.224
C -4.61 2.14 5.20 -0.271
C -5.80 3.08 5.12 -0.114
H -1.90 1.30 3.50 0.066
H -1.60 1.76 1.82 0.065
H -0.69 2.55 3.12 0.049
H -3.70 2.81 2.60 0.099
H -2.49 4.02 2.22 0.104
H -3.58 4.67 4.28 0.100
H -1.90 4.29 4.60 0.108
H -3.35 3.42 6.38 0.109
H -2.50 2.12 5.58 0.102
H -4.78 1.44 6.02 0.106
H -4.56 1.54 4.29 0.096
H -5.90 3.67 6.04 0.073
H -6.73 2.51 4.98 0.061
H -5.72 3.78 4.28 0.066
N 3.46 -2.05 6.16 0.001
C 3.61 -1.97 7.52 -0.125
C 4.93 -1.66 7.79 -0.107
C 5.60 -1.55 6.54 -0.114
C 4.67 -1.79 5.56 -0.164
H 2.60 -2.27 5.68 0.145
H 2.77 -2.13 8.18 0.113
H 5.37 -1.53 8.77 0.094
H 6.64 -1.32 6.39 0.091
H 4.76 -1.81 4.48 0.065
F -7.38 0.75 1.44 0.060
C -7.31 -0.15 2.42 -0.293
C -8.29 -0.16 3.41 -0.030
C -8.22 -1.11 4.43 -0.091
C -7.17 -2.03 4.46 -0.100
C -6.19 -2.00 3.47 -0.072
C -6.27 -1.07 2.44 -0.010
H -9.10 0.56 3.38 0.112
H -8.99 -1.13 5.21 0.100
H -7.12 -2.76 5.26 0.098
H -5.37 -2.72 3.50 0.108
H -5.52 -1.04 1.66 0.117
C -4.04 -3.71 -2.41 -0.052
C -2.82 -4.62 -2.48 -0.491
C -3.21 -6.08 -2.39 -0.068
O -1.94 -4.30 -1.40 -0.092
H -4.58 -3.85 -1.46 0.085
H -3.75 -2.66 -2.46 0.073
H -4.73 -3.92 -3.23 0.087
H -2.28 -4.43 -3.41 0.135
H -3.71 -6.30 -1.45 0.028
H -2.32 -6.72 -2.43 0.075
H -3.88 -6.36 -3.22 0.090
H -2.41 -4.46 -0.57 0.099
Cl -4.26 -8.01 0.61 0.579
C -4.00 -9.78 0.60 -0.657
C -3.29 -10.24 -0.66 -0.671
Cl -4.31 -10.09 -2.11 0.564
H -4.97 -10.26 0.72 0.073
H -3.39 -10.01 1.48 0.064
H -3.03 -11.30 -0.57 0.064
H -2.36 -9.68 -0.83 0.063
C 1.87 3.88 3.94 -0.028
C 1.72 4.83 5.12 -0.703
O 1.36 6.00 4.83 0.039
O 1.96 4.31 6.25 0.051
H 1.65 4.39 3.00 0.081
H 2.90 3.51 3.90 0.070
H 1.19 3.03 4.05 0.058
B -8.21 -6.20 -4.42 -0.974
O -7.54 -5.48 -3.33 0.214
C -7.22 -6.38 -2.39 -0.402
O -6.65 -6.12 -1.35 0.103
C -7.66 -7.69 -2.81 -0.404
O -7.52 -8.73 -2.18 0.101
O -8.25 -7.61 -4.01 0.220
F -7.46 -6.05 -5.65 0.060
F -9.56 -5.70 -4.59 0.063
C 4.99 3.98 -5.26 -0.103
C 4.68 3.05 -6.43 -0.269
N 3.26 2.70 -6.53 -0.192
C 3.01 1.56 -7.43 -0.257
C 3.34 1.75 -8.91 -0.093
C 2.32 3.81 -6.65 -0.249
C 2.52 4.79 -7.80 -0.090
H 4.61 3.58 -4.32 0.056
H 6.07 4.10 -5.16 0.063
H 4.56 4.98 -5.42 0.067
H 5.26 2.13 -6.26 0.113
H 5.06 3.49 -7.35 0.096
H 1.96 1.26 -7.34 0.113
H 3.58 0.70 -7.06 0.104
H 2.62 2.40 -9.41 0.056
H 3.30 0.78 -9.41 0.073
H 4.35 2.15 -9.06 0.067
H 2.35 4.38 -5.71 0.103
H 1.29 3.42 -6.69 0.117
H 3.56 5.12 -7.90 0.067
H 1.91 5.69 -7.63 0.074
H 2.20 4.37 -8.75 0.054
```

The value obtained for the HOMO-LUMO gap is 1.67 eV. The spin multiplicity is 1. Its LUMO energy is -4.8380 eV. The net charge is -1. The value obtained for the total energy is -187787.3793 eV. For the HOMO energy, the calculation gives -6.508 eV.



This record from the OMol25 dataset describes a cluster of 2 separate species, CH6N2 in total. The level of theory is wB97M-V/def2-TZVPD.

XYZ file:
```
9
Properties=species:S:1:pos:R:3:nbo_charge:R:1
H 3.22 -0.25 0.56 0.281
N 2.46 -0.48 -0.15 -0.283
N 1.54 0.32 -0.31 -0.273
H 1.60 1.16 0.33 0.277
C -1.77 -0.16 -0.09 -0.851
H -2.78 -0.23 -0.52 0.210
H -1.34 0.81 -0.33 0.211
H -1.12 -0.93 -0.50 0.222
H -1.80 -0.25 1.00 0.206
```

The value obtained for the HOMO-LUMO gap is 10.29 eV. The spin multiplicity is 1. Its LUMO energy is 0.8643 eV. The value obtained for the total energy is -4112.4655 eV. As for the SMILES: [H]/N=N\[H].C. For the HOMO energy, the calculation gives -9.429 eV.



This record from the OMol25 dataset describes a structure of composition C14H22ClNOs. The level of theory is wB97M-V/def2-TZVPD.

XYZ file:
```
39
Properties=species:S:1:pos:R:3:nbo_charge:R:1
C 0.26 0.80 -6.79 0.672
C 1.61 1.22 -6.33 -0.758
C 0.00 -0.67 -6.97 -0.755
C -0.90 1.69 -6.48 -0.758
Cl -0.55 -1.12 -3.11 -0.329
H -0.02 -1.05 -8.01 0.332
H -0.99 -0.85 -6.51 0.271
H 0.79 -1.18 -6.41 0.266
H 2.27 1.61 -7.09 0.331
H 2.08 0.34 -5.87 0.267
H 1.44 2.01 -5.58 0.265
H -1.31 2.26 -7.32 0.331
H -0.54 2.40 -5.72 0.263
H -1.70 1.04 -6.08 0.273
C 1.11 -1.20 0.66 -0.246
C 1.02 -2.34 -0.19 -0.349
C 1.69 -1.97 -1.39 -0.189
H 0.57 -3.31 0.04 0.303
C 2.08 -0.61 -1.33 -0.273
C 1.74 -0.14 -0.01 -0.305
H 1.88 0.87 0.34 0.281
H 0.81 -1.19 1.69 0.281
H 1.86 -2.62 -2.24 0.287
H 2.63 -0.08 -2.10 0.285
C -1.36 0.88 0.04 -0.306
C -1.42 -0.40 0.69 -0.238
C -2.13 -1.31 -0.14 -0.318
H -1.14 -0.57 1.71 0.270
C -2.69 -0.53 -1.21 -0.138
C -2.18 0.80 -1.14 -0.194
H -2.41 1.60 -1.85 0.261
H -0.88 1.77 0.46 0.270
H -2.35 -2.36 0.11 0.284
H -3.31 -0.91 -2.01 0.260
Os -0.03 -0.74 -0.96 1.093
N 1.36 4.04 -0.06 -1.046
H 1.97 3.23 -0.15 0.338
H 1.45 4.37 0.90 0.378
H 0.40 3.69 -0.16 0.340
```

The value obtained for the HOMO-LUMO gap (spin up / spin down) is 3.59 / 5.88 eV. The spin multiplicity is 5. Its LUMO energy (spin up / spin down) is -8.6177 / -9.1958 eV. The net charge is +2. The value obtained for the total energy is -31331.8165 eV. For the HOMO energy (spin up / spin down), the calculation gives -12.208 / -15.075 eV.



This record from the OMol25 dataset describes the molecule C3H5N. The level of theory is wB97M-V/def2-TZVPD.

XYZ file:
```
9
Properties=species:S:1:pos:R:3:nbo_charge:R:1
C 1.84 -0.50 -0.27 -0.231
C 0.69 -0.45 0.06 -0.026
C -0.67 -0.22 0.47 -0.303
N -1.28 0.86 -0.37 -0.806
H 2.85 -0.56 -0.66 0.239
H -0.65 0.01 1.57 0.200
H -1.27 -1.16 0.32 0.222
H -0.85 1.80 -0.20 0.358
H -2.22 0.96 0.01 0.348
```

The value obtained for the HOMO-LUMO gap is 10.72 eV. The spin multiplicity is 1. Its LUMO energy is 1.0018 eV. The value obtained for the total energy is -4679.8731 eV. As for the SMILES: C#CCN. For the HOMO energy, the calculation gives -9.721 eV.



This record from the OMol25 dataset describes a cluster of 2 separate species, C5H16N2O in total. The level of theory is wB97M-V/def2-TZVPD.

XYZ file:
```
24
Properties=species:S:1:pos:R:3:nbo_charge:R:1
C -3.30 -0.63 -1.04 -0.425
N -1.86 -0.10 -0.94 -0.622
C -1.20 -0.27 0.33 -0.255
C -0.10 0.78 0.62 -0.236
N 1.26 0.45 0.04 -0.463
C 1.30 0.80 -1.41 -0.436
C 1.68 -0.96 0.24 -0.408
H -3.67 -0.39 -2.10 0.213
H -3.26 -1.69 -0.69 0.197
H -3.97 -0.19 -0.32 0.173
H -1.95 0.91 -0.98 0.335
H -1.96 -0.30 1.14 0.164
H -0.79 -1.27 0.28 0.190
H -0.04 0.75 1.79 0.210
H -0.28 1.80 0.21 0.208
H 1.26 1.87 -1.62 0.203
H 0.45 0.21 -1.83 0.205
H 2.36 0.44 -1.83 0.197
H 0.85 -1.69 0.27 0.169
H 2.29 -1.27 -0.48 0.203
H 1.96 -1.10 1.21 0.178
O 3.21 0.74 2.70 -0.936
H 2.68 1.23 2.02 0.479
H 3.09 -0.12 2.37 0.455
```

The value obtained for the HOMO-LUMO gap is 9.47 eV. The spin multiplicity is 1. Its LUMO energy is 0.8490 eV. The value obtained for the total energy is -10469.7778 eV. As for the SMILES: CNCCN(C)C.O. For the HOMO energy, the calculation gives -8.620 eV.



This record from the OMol25 dataset describes the molecule C6H8O2. The level of theory is wB97M-V/def2-TZVPD.

XYZ file:
```
16
Properties=species:S:1:pos:R:3:nbo_charge:R:1
C 0.32 0.91 1.67 0.041
C -1.55 -0.17 1.45 -0.001
C 0.79 -1.26 -1.34 -0.641
C 1.05 0.44 0.53 0.378
C 0.35 0.05 -0.76 -0.053
C -0.53 0.86 -1.33 -0.389
O -1.03 0.98 1.78 -0.394
O 2.28 0.42 0.56 -0.546
H 0.86 1.37 2.49 0.195
H -2.57 -0.19 1.11 0.168
H -1.06 -1.13 1.53 0.171
H 0.52 -2.09 -0.67 0.212
H 1.88 -1.27 -1.43 0.243
H 0.34 -1.43 -2.31 0.215
H -0.71 1.86 -0.96 0.203
H -0.93 0.65 -2.31 0.199
```

The value obtained for the HOMO-LUMO gap (spin up / spin down) is 7.10 / 8.85 eV. The spin multiplicity is 1. Its LUMO energy (spin up / spin down) is -0.9118 / 0.1648 eV. The value obtained for the total energy is -10442.3350 eV. For the HOMO energy (spin up / spin down), the calculation gives -8.013 / -8.682 eV.



- Which formula does entry 7 have?
  C5H16N2O



- Look up the spin multiplicity of the fourth one.
  1